No. 1
Entry from the OMol25 dataset: 7 unconnected molecules or ions with the total composition H14O6S (ωB97M-V with the def2-TZVPD basis set).

XYZ file:
```
21
Properties=species:S:1:pos:R:3
S 5.298 -0.547 -0.601
H 6.127 -0.210 0.404
H 4.525 0.580 -0.558
H 0.950 0.608 -0.536
H 2.028 0.094 0.388
O 1.059 0.027 0.246
H -0.492 -1.173 -1.012
H -2.044 -1.244 -1.117
O -1.225 -1.402 -1.597
H -1.291 1.113 2.059
H -0.375 0.462 0.947
O -1.302 0.754 1.167
H -4.778 -2.168 2.923
H -4.024 -0.886 3.042
O -4.701 -1.306 2.496
H -0.675 1.921 -0.771
H -0.253 2.134 -2.230
O 0.063 2.233 -1.322
H -2.763 0.594 0.235
H -3.916 1.260 -0.503
O -3.493 0.401 -0.393
```

As for the charge: -1. The calculation puts the energy above the lowest of the compared OMol25 structures with the same formula, charge and spin at 11.2 kJ/mol. Its calculated total energy is -23347.1494 eV. The calculation puts the LUMO energy (spin up / spin down) at 2.88 / 2.92 eV. The expectation value of S² is 0.75. The spin multiplicity is 2.

No. 2
Entry from the OMol25 dataset: 7 unconnected molecules or ions with the total composition H14O6S at a distorted geometry (ωB97M-V with the def2-TZVPD basis set).

XYZ file:
```
21
Properties=species:S:1:pos:R:3
O -0.095 -1.570 0.641
H -0.337 -0.776 1.075
H -0.951 -1.981 0.312
O 0.104 0.774 -2.020
H 0.164 -0.161 -2.214
H 0.293 0.759 -1.110
O 1.892 -1.568 -0.990
H 2.448 -2.387 -1.073
H 1.126 -1.784 -0.460
O 2.462 0.818 0.024
H 2.871 1.463 -0.538
H 2.353 0.030 -0.526
O -2.175 1.922 0.944
H -1.319 1.457 1.147
H -1.976 2.675 0.514
O 0.495 0.973 1.917
H 0.917 0.645 2.741
H 1.201 1.090 1.289
S -3.317 -1.384 -0.341
H -3.206 -0.844 -1.479
H -2.952 -0.153 0.145
```

The structure (SMILES) is O.O.O.O.O.O.S. As for the charge: 0. The calculation puts the energy above the lowest of the compared OMol25 structures with the same formula, charge and spin at 59.4 kJ/mol. Its calculated total energy is -23347.8156 eV. The calculation puts the LUMO energy at 0.45 eV.

No. 3
Entry from the OMol25 dataset: 7 unconnected molecules or ions with the total composition H14O6S (ωB97M-V with the def2-TZVPD basis set).

XYZ file:
```
21
Properties=species:S:1:pos:R:3
O 0.767 -1.491 3.727
H 1.614 -1.751 3.356
H 0.927 -1.233 4.645
O -1.867 -1.612 0.707
H -1.297 -1.742 -0.054
H -2.429 -0.859 0.439
O 0.717 0.295 -0.524
H 0.417 1.094 -0.081
H 0.024 -0.367 -0.412
O -2.142 0.895 2.749
H -2.254 -0.064 2.701
H -2.025 1.026 3.698
O 2.271 -1.840 -2.415
H 3.079 -1.325 -2.392
H 1.520 -1.269 -2.204
O -3.258 0.751 -0.297
H -2.839 1.205 0.455
H -2.661 0.972 -1.023
S 2.663 2.038 -4.398
H 3.268 2.686 -3.402
H 3.507 2.591 -5.273
```

The structure (SMILES) is O.O.O.O.O.O.S. As for the charge: 0. The calculation puts the energy above the lowest of the compared OMol25 structures with the same formula, charge and spin at 122.3 kJ/mol. Its calculated total energy is -23347.1642 eV. The calculation puts the LUMO energy at 0.19 eV.

No. 4
Entry from the OMol25 dataset: 7 unconnected molecules or ions with the total composition H14O6S2 at a distorted geometry (ωB97M-V with the def2-TZVPD basis set).

XYZ file:
```
22
Properties=species:S:1:pos:R:3
S -0.648 -2.540 -0.998
S 0.737 -3.436 0.244
H -0.329 -1.253 -1.149
H 0.495 -4.748 0.123
O -2.322 1.540 0.326
H -1.876 1.828 -0.482
H -1.819 2.031 0.990
O -2.151 -2.019 2.644
H -3.024 -1.996 3.047
H -2.423 -1.843 1.690
O 1.280 1.893 -1.662
H 2.005 1.703 -2.261
H 0.836 2.714 -1.947
O -0.093 4.094 -2.375
H -0.473 4.442 -3.197
H 0.512 4.811 -2.152
O 3.339 3.058 0.650
H 2.917 3.531 -0.067
H 3.444 2.121 0.459
O -0.239 1.450 2.058
H 0.481 1.411 1.400
H -0.658 0.580 1.912
```

The structure (SMILES) is SS.O.O.O.O.O.O. As for the charge: 0. The calculation puts the energy above the lowest of the compared OMol25 structures with the same formula, charge and spin at 171.7 kJ/mol. Its calculated total energy is -34181.8436 eV. The calculation puts the LUMO energy at -0.10 eV.

No. 5
Entry from the OMol25 dataset: 7 unconnected molecules or ions with the total composition H14O7 at a distorted geometry (ωB97M-V with the def2-TZVPD basis set).

XYZ file:
```
21
Properties=species:S:1:pos:R:3
O -1.018 -2.011 -0.569
H -1.609 -1.273 -0.764
H -1.237 -2.583 -1.293
O 0.400 1.451 -2.750
H -0.260 1.429 -3.468
H -0.101 1.932 -2.048
O -1.591 -1.592 2.074
H -2.268 -2.249 2.261
H -1.346 -1.677 1.149
O 1.142 -2.861 0.708
H 0.538 -3.384 1.237
H 0.516 -2.302 0.203
O 2.924 1.568 -0.073
H 2.812 2.438 0.297
H 2.368 1.095 0.489
O 0.708 0.726 1.171
H -0.015 0.133 1.322
H 0.364 1.417 0.609
O -0.688 2.391 -0.502
H -0.202 3.095 -0.103
H -1.436 2.258 0.050
```

The structure (SMILES) is O.O.O.O.O.O.O. As for the charge: 0. The calculation puts the energy above the lowest of the compared OMol25 structures with the same formula, charge and spin at 227.1 kJ/mol. Its calculated total energy is -14559.1072 eV. The calculation puts the LUMO energy at -0.31 eV.

No. 6
Entry from the OMol25 dataset: 7 unconnected molecules or ions with the total composition H14O7 (ωB97M-V with the def2-TZVPD basis set).

XYZ file:
```
21
Properties=species:S:1:pos:R:3
O 21.989 5.988 20.571
H 22.073 6.890 20.882
H 22.363 6.003 19.690
O 22.359 6.026 17.837
H 22.575 5.205 17.395
H 23.064 6.624 17.591
O 20.279 6.160 13.156
H 20.243 5.704 13.997
H 19.577 5.765 12.639
O 19.889 7.156 17.298
H 19.734 6.704 16.468
H 20.685 6.753 17.645
O 19.253 5.033 15.622
H 18.323 4.833 15.514
H 19.558 4.407 16.279
O 18.524 7.544 19.687
H 19.020 7.539 18.868
H 18.536 6.633 19.980
O 19.377 9.538 15.822
H 19.616 8.883 16.478
H 19.337 10.361 16.308
```

The structure (SMILES) is O.O.O.O.O.O.O. As for the charge: 0. The calculation puts the energy above the lowest of the compared OMol25 structures with the same formula, charge and spin at 148.9 kJ/mol. Its calculated total energy is -14559.9181 eV. The calculation puts the LUMO energy at -0.32 eV.

No. 7
Entry from the OMol25 dataset: 7 unconnected molecules or ions with the total composition H14O7 at a distorted geometry (ωB97M-V with the def2-TZVPD basis set).

XYZ file:
```
21
Properties=species:S:1:pos:R:3
O -0.254 -0.781 0.430
H -0.963 -0.197 0.606
H -0.040 -0.401 -0.440
O 1.543 2.026 0.377
H 1.943 1.624 -0.421
H 0.742 1.529 0.552
O 2.864 -3.115 -0.158
H 3.472 -3.440 0.595
H 3.036 -3.624 -0.939
O 0.034 3.586 -2.984
H 0.057 4.497 -3.107
H -0.811 3.318 -2.597
O 0.573 -2.280 -2.562
H 0.345 -1.437 -2.332
H 0.069 -2.654 -3.322
O -1.371 -2.515 2.236
H -1.689 -1.620 2.418
H -2.005 -3.055 2.764
O -2.338 2.538 3.118
H -2.782 2.510 2.270
H -2.424 3.492 3.495
```

The structure (SMILES) is O.O.O.O.O.O.O. As for the charge: 0. The calculation puts the energy above the lowest of the compared OMol25 structures with the same formula, charge and spin at 315.6 kJ/mol. Its calculated total energy is -14558.1902 eV. The calculation puts the LUMO energy at -0.04 eV.

No. 8
Entry from the OMol25 dataset: 7 unconnected molecules or ions with the total composition H14O7 (ωB97M-V with the def2-TZVPD basis set).

XYZ file:
```
21
Properties=species:S:1:pos:R:3
O -0.420 0.542 -0.086
H 0.262 -0.107 0.122
H 0.047 1.385 -0.072
O 2.830 -1.640 -2.438
H 3.549 -1.804 -1.818
H 2.765 -0.678 -2.473
O 0.040 1.806 3.384
H 0.331 1.522 2.510
H 0.401 2.696 3.473
O -1.547 -2.797 -0.368
H -1.930 -3.238 0.399
H -1.219 -1.961 -0.018
O -2.957 0.998 0.070
H -2.914 1.480 -0.764
H -2.358 0.254 -0.058
O -2.177 -0.879 -2.576
H -1.578 -0.758 -3.321
H -1.591 -1.043 -1.828
O 2.860 1.339 1.567
H 2.171 1.843 2.015
H 3.434 1.040 2.281
```

The structure (SMILES) is O.O.O.O.O.O.O. As for the charge: 0. The calculation puts the energy above the lowest of the compared OMol25 structures with the same formula, charge and spin at 237.9 kJ/mol. Its calculated total energy is -14558.9960 eV. The calculation puts the LUMO energy at -0.19 eV.

No. 9
Entry from the OMol25 dataset: 7 unconnected molecules or ions with the total composition H14O7 at a distorted geometry (ωB97M-V with the def2-TZVPD basis set).

XYZ file:
```
21
Properties=species:S:1:pos:R:3
O 1.327 -2.739 0.817
H 1.005 -1.847 0.768
H 1.925 -2.705 0.086
O 0.215 -0.360 0.853
H 0.330 0.486 0.505
H -0.147 -0.157 1.667
O -1.758 -1.980 -0.870
H -2.664 -1.994 -0.587
H -1.439 -1.071 -0.722
O 0.368 0.960 -2.592
H 0.959 0.357 -2.118
H 0.452 1.752 -2.052
O -0.246 2.550 -0.472
H -1.133 2.900 -0.631
H 0.466 3.220 -0.454
O 3.010 1.868 -0.323
H 3.005 0.939 -0.052
H 3.962 2.045 -0.266
O -3.089 -1.055 2.020
H -2.570 -1.868 2.082
H -3.978 -1.304 2.334
```

The structure (SMILES) is O.O.O.O.O.O.O. As for the charge: 0. The calculation puts the energy above the lowest of the compared OMol25 structures with the same formula, charge and spin at 199.1 kJ/mol. Its calculated total energy is -14559.3982 eV. The calculation puts the LUMO energy at 0.10 eV.

No. 10
Entry from the OMol25 dataset: 7 unconnected molecules or ions with the total composition H14O7 at a distorted geometry (ωB97M-V with the def2-TZVPD basis set).

XYZ file:
```
21
Properties=species:S:1:pos:R:3
O -0.040 0.015 0.157
H 0.425 -0.583 -0.389
H -0.662 0.349 -0.534
O 3.950 0.182 1.335
H 4.691 -0.042 0.812
H 3.181 0.204 0.864
O -4.231 -1.334 0.521
H -4.371 -1.499 1.447
H -5.067 -1.299 -0.032
O 4.059 1.832 -0.706
H 4.932 1.763 -0.222
H 3.525 2.042 0.041
O -2.545 -1.527 -0.239
H -2.379 -1.061 0.583
H -2.144 -0.877 -0.908
O 2.111 -3.142 -0.612
H 2.041 -3.795 -1.335
H 1.289 -2.645 -0.704
O -3.096 3.585 -0.348
H -2.370 4.194 -0.407
H -3.298 3.640 0.675
```

The structure (SMILES) is O.O.O.O.O.O.O. As for the charge: 0. The calculation puts the energy above the lowest of the compared OMol25 structures with the same formula, charge and spin at 526.9 kJ/mol. Its calculated total energy is -14556.0000 eV. The calculation puts the LUMO energy at 0.28 eV.